This record from the Open Molecules 2025 dataset describes a molecular structure, C36H65BrN5RhSbSi4. The level of theory is wB97M-V/def2-TZVPD.

XYZ file:
```
113
Properties=species:S:1:pos:R:3:forces:R:3
Rh 0.09980 0.28766 0.59887 0.3719 -0.7630 0.0402
C 2.25474 -3.80216 1.60203 -0.1893 0.1637 0.1732
Sb 0.78596 -2.22637 1.67125 -0.1170 -0.3785 -0.2832
C 1.90608 -0.76622 0.27192 -0.4711 0.0520 0.3508
C 2.09748 -1.38379 -1.04719 0.1121 -0.0563 -0.5333
C 1.35746 -0.95895 -2.16126 0.0507 -0.0190 0.2548
C 1.69974 -1.41516 -3.42057 -0.0047 -0.0483 -0.0975
C 2.74920 -2.31111 -3.54930 -0.0770 0.0366 0.0308
C 3.40992 -2.71186 -2.39470 -0.0216 -0.0501 0.0429
N 3.10723 -2.26370 -1.18374 -0.0131 0.0615 0.1391
Si 3.48947 -0.04097 1.04158 0.2416 0.4583 0.0884
C 3.01041 0.87465 2.61693 -0.0006 -0.2372 -0.2290
C 3.99742 1.18417 -0.30870 -0.0449 -0.2436 0.1260
C 4.90336 -1.22970 1.41130 -0.2903 0.0706 -0.0407
C -1.16385 -3.17810 1.08367 0.6474 -0.0008 0.3154
C -2.07098 -2.18839 0.43075 -0.3368 0.1023 -0.1574
C -3.43186 -2.51266 0.30102 0.0817 -0.0214 0.0530
C -4.30347 -1.68226 -0.36591 0.0212 0.0550 -0.0048
C -3.81691 -0.51321 -0.93668 -0.0268 -0.0419 0.0109
C -2.48452 -0.22675 -0.76008 -0.1860 -0.0445 -0.0985
N -1.63693 -1.02156 -0.08116 0.2322 0.3091 0.1111
Si -0.94329 -4.71884 -0.07333 -0.0438 -0.1993 -0.3028
C -0.20984 -6.18407 0.85636 -0.0136 0.2345 -0.0828
C -2.58479 -5.30402 -0.80423 0.1077 0.1466 0.2278
C 0.09584 -4.23008 -1.55879 -0.0004 -0.1051 0.2658
Si -1.84877 -3.70761 2.83679 -0.3729 -0.0550 0.2129
C -0.48088 -4.48012 3.87099 -0.0040 0.1504 -0.2913
C -3.25355 -4.97212 2.74015 0.1701 0.1450 -0.0750
C -2.52539 -2.13632 3.62583 0.2047 -0.2264 -0.0757
H 3.22731 -3.32019 1.60210 -0.0154 0.0656 -0.0160
H 2.13815 -4.39521 0.69977 -0.0297 0.0609 -0.0269
H 2.13403 -4.41033 2.49714 -0.0338 0.0186 -0.0304
H 0.55501 -0.24253 -2.02654 -0.0174 -0.0061 -0.0724
H 1.15650 -1.07469 -4.29280 -0.0007 0.0035 0.0075
H 3.04968 -2.69059 -4.51561 0.0133 -0.0058 0.0066
H 4.22788 -3.42348 -2.43980 -0.0150 0.0195 -0.0575
H 2.04325 1.37076 2.51174 0.0359 0.0648 0.0417
H 3.74831 1.64314 2.85502 0.0320 -0.0108 -0.0261
H 2.95410 0.19271 3.46688 0.0184 0.0019 0.0069
H 3.13306 1.72225 -0.70433 -0.0184 0.0186 0.0393
H 4.47739 0.66775 -1.14348 -0.0048 -0.0121 0.0126
H 4.70573 1.91698 0.08414 0.0075 -0.0185 0.0245
H 4.76339 -1.72648 2.37383 0.0074 -0.0014 0.0081
H 5.83930 -0.66887 1.46424 -0.0270 0.0534 0.0333
H 5.00661 -1.98435 0.63319 0.0000 0.0083 -0.0248
H -3.78881 -3.43772 0.72638 -0.0054 0.0170 -0.0141
H -5.35124 -1.94094 -0.44601 0.0103 -0.0307 -0.0105
H -4.45714 0.15727 -1.49118 0.0367 0.0304 0.0074
H -2.06196 0.67752 -1.18147 0.0152 0.0164 0.0658
H -0.87940 -6.54288 1.63978 -0.0075 -0.0094 -0.0368
H 0.76050 -5.98444 1.30980 -0.0453 -0.0441 -0.0258
H -0.07675 -7.00021 0.14227 -0.0145 0.0082 -0.0296
H -3.31258 -5.61819 -0.05534 -0.0040 0.0098 -0.0736
H -2.37186 -6.17172 -1.43349 0.0692 -0.0012 0.0102
H -3.04891 -4.54721 -1.43703 0.0139 -0.0077 -0.0290
H 1.14293 -4.06317 -1.30549 0.0513 0.0509 -0.0487
H -0.29167 -3.31953 -2.01753 -0.0249 0.0491 -0.0118
H 0.05988 -5.02107 -2.31123 -0.0110 -0.0186 0.0236
H 0.01917 -5.30253 3.35579 -0.0656 0.0349 0.0520
H -0.92438 -4.88922 4.78104 -0.0489 0.0465 0.0118
H 0.27018 -3.75066 4.17823 0.0189 -0.0377 0.0972
H -3.08076 -5.76873 2.01623 0.0021 -0.0036 0.0768
H -4.21791 -4.51134 2.52026 0.0064 -0.0066 -0.0145
H -3.34611 -5.44414 3.72110 0.0316 0.0314 0.0244
H -1.78650 -1.33139 3.62531 -0.0422 -0.0166 0.0348
H -2.80798 -2.32494 4.66354 0.0302 -0.0088 0.0106
H -3.41138 -1.77247 3.10366 -0.0014 -0.0121 -0.0333
N 1.34347 -1.72090 4.51301 -0.0888 0.2410 0.0440
C 0.75410 -0.71272 4.52614 0.1889 -0.5173 -0.2569
N 0.10230 0.40897 4.47474 -0.1381 0.3949 0.4225
C -0.35424 0.83090 3.36040 0.0061 -0.0442 -0.2483
N -0.78168 1.26090 2.35094 0.0507 -0.1704 0.2370
C -2.00143 6.53745 0.83623 0.0910 -0.0066 -0.1160
C -1.51238 5.08011 0.89445 0.1409 -0.1266 -0.0958
C -1.17305 4.74149 2.35324 0.0638 -0.0028 -0.0515
C -2.65333 4.13955 0.47390 0.0088 0.0288 -0.0451
Si 0.01425 4.89497 -0.26485 -0.0490 -0.0587 0.0259
Br 0.10364 2.54146 -0.75725 0.0484 0.5129 -0.3429
C -0.21607 5.58786 -2.05016 -0.0077 -0.1591 0.1047
C -1.64345 5.33082 -2.55771 0.0514 0.0153 0.0540
C 0.74045 4.95031 -3.07194 0.0138 0.0132 0.0757
C 0.04146 7.10394 -2.02931 0.0313 -0.0217 0.1576
C 1.71994 5.25321 0.54451 -0.1052 -0.1385 -0.0867
C 1.69661 6.66646 1.15176 -0.1473 -0.0330 -0.0483
C 2.04161 4.23419 1.64834 -0.0509 0.0379 -0.0280
C 2.85390 5.18387 -0.48858 -0.0910 0.0187 0.0120
H -2.81695 6.67371 1.55081 -0.0022 -0.0238 0.0265
H -2.38301 6.80212 -0.15052 -0.0007 0.0514 0.0603
H -1.20958 7.24291 1.09970 -0.0572 0.0348 0.0048
H -2.08242 4.83012 2.95440 -0.0327 0.0070 -0.0190
H -0.43824 5.42557 2.77845 -0.0289 -0.0342 0.0196
H -0.81387 3.71606 2.45326 0.0003 0.0625 0.0214
H -3.52993 4.34852 1.09376 0.0029 0.0271 0.0175
H -2.37743 3.09654 0.63743 -0.0264 0.0055 -0.0039
H -2.94585 4.26749 -0.56805 -0.0219 -0.0416 0.0532
H -1.87559 4.26354 -2.56325 -0.0472 0.0199 -0.0103
H -1.72508 5.69074 -3.58689 0.0251 0.0162 -0.0121
H -2.39676 5.85468 -1.96968 -0.0091 -0.0545 -0.0423
H 0.54355 3.88607 -3.19638 0.0200 -0.0139 -0.0264
H 1.78878 5.07799 -2.80938 -0.0600 -0.0312 -0.0658
H 0.58128 5.43104 -4.04111 -0.0142 0.0158 -0.0056
H -0.58920 7.62174 -1.30350 0.0433 0.0413 -0.0513
H -0.17615 7.51983 -3.01636 -0.0121 -0.0072 -0.0158
H 1.08516 7.32879 -1.80226 -0.0385 0.0436 -0.0177
H 0.94547 6.75974 1.93763 0.0554 0.0486 -0.0061
H 1.49869 7.42962 0.39636 0.0252 0.0274 0.0651
H 2.67066 6.88350 1.59750 0.0192 -0.0035 -0.0004
H 1.35498 4.30156 2.48967 0.0337 -0.0754 -0.0093
H 3.04839 4.42827 2.02979 0.0182 0.0268 -0.0134
H 2.02643 3.21223 1.26565 0.0230 0.0397 0.0226
H 2.77108 5.97154 -1.23815 0.0374 -0.0448 0.0048
H 2.88365 4.21452 -0.99106 0.0352 0.0247 -0.0281
H 3.81058 5.32167 0.02262 0.0005 0.0013 0.0333
```
Positions in Å, forces in eV/Å.

Calculated values
**E_tot**: -5767.1600 Ha
**HOMO-LUMO gap (alpha / beta)**: 0.3007 / 0.2369 Eh
**HOMO energy (alpha / beta)**: -10.50 / -11.36 eV
**Charge**: +1
**ΔE to the lowest compared entry with this formula, charge and spin**: 0.0 kcal/mol
**2S+1**: 5
**Expectation value of S²**: 6.032
**LUMO level (alpha / beta)**: -2.313 / -4.918 eV

=====

This record from the Open Molecules 2025 dataset describes a molecular structure, C36H66As3MnN7O4PS. The level of theory is wB97M-V/def2-TZVPD.

XYZ file:
```
119
Properties=species:S:1:pos:R:3:forces:R:3
Mn -0.12220 -0.66592 0.67392 0.1555 0.1331 0.0664
O -4.51932 3.00118 4.33198 0.0121 0.0089 -0.0414
C -3.60748 3.62120 3.75395 -0.0049 0.0784 0.0928
O -3.48424 4.83303 3.49236 -0.0265 -0.0271 -0.0082
C -2.43776 2.73603 3.26158 0.0059 -0.1709 -0.0130
C -1.47272 3.25146 2.40590 -0.0995 0.0737 0.0343
C -0.50861 2.41185 1.88681 0.1389 -0.0579 -0.0328
N -0.43280 1.11316 2.18618 -0.1845 0.0765 -0.1102
C -1.34605 0.61967 3.03962 -0.0006 -0.1850 -0.0482
C -2.35497 1.38614 3.59330 0.0343 0.1758 -0.0627
C -1.27162 -0.89182 3.25826 -0.3266 0.5176 0.1583
O -2.07042 -1.43097 4.01721 0.2444 -0.1273 0.0280
O -0.35835 -1.47063 2.56918 0.0014 -0.4494 -0.0672
H -1.52986 4.30011 2.14485 0.0252 -0.0040 -0.0094
H 0.22932 2.78284 1.18064 0.0082 -0.0299 -0.0100
H -3.10379 0.94383 4.23380 0.0125 -0.0265 0.0233
C 4.49437 -1.73541 3.89644 -0.0131 0.0190 0.0018
As 3.04311 -0.96731 2.80116 -0.0165 -0.0435 0.0096
C 2.03608 -0.22499 4.30119 0.0199 -0.0213 -0.0128
C 3.91216 0.74688 2.32178 0.0192 0.0244 -0.0035
C 4.70951 0.83680 1.00463 -0.0385 0.0106 0.0131
C 5.69801 2.00357 1.14001 0.0035 0.0320 0.0119
C 3.79217 1.17039 -0.18049 0.0053 -0.0105 -0.0220
As 2.23294 0.04132 -0.61301 -0.0779 0.0256 0.0227
C 1.70453 1.06849 -2.18334 0.0020 0.0225 0.0102
C 3.06431 -1.46506 -1.53768 0.0437 -0.0036 -0.0027
C 5.49197 -0.46064 0.77414 0.0295 -0.0433 -0.0304
As 6.68940 -0.51108 -0.80029 -0.0091 0.0038 0.0127
C 8.38202 -0.13577 0.12808 -0.0143 -0.0101 -0.0085
C 6.88097 -2.46442 -0.80022 0.0063 0.0108 0.0018
H 4.96754 -0.96838 4.51241 -0.0020 -0.0039 -0.0052
H 5.24612 -2.21391 3.27100 0.0113 -0.0001 -0.0172
H 4.06163 -2.49357 4.55121 -0.0024 0.0058 -0.0024
H 2.69755 0.33957 4.96021 -0.0011 0.0051 0.0033
H 1.56883 -1.03714 4.85700 -0.0104 0.0110 0.0085
H 1.25157 0.41942 3.91127 0.0165 -0.0038 0.0067
H 4.56881 0.99186 3.16290 -0.0095 -0.0084 -0.0012
H 3.11043 1.49228 2.31848 0.0037 -0.0012 0.0012
H 5.16803 2.92220 1.40079 0.0032 -0.0004 0.0043
H 6.23108 2.18311 0.20196 -0.0003 -0.0110 -0.0048
H 6.43397 1.80266 1.92292 -0.0008 -0.0069 -0.0001
H 4.38378 1.24957 -1.09798 -0.0006 -0.0221 0.0139
H 3.35501 2.15931 -0.00782 -0.0130 -0.0038 0.0196
H 2.51022 1.08872 -2.91887 -0.0130 -0.0084 -0.0144
H 1.46192 2.08777 -1.88032 -0.0026 -0.0085 0.0125
H 0.79963 0.61845 -2.59008 0.0057 -0.0077 0.0127
H 3.93446 -1.13301 -2.10745 0.0003 -0.0096 0.0044
H 2.32302 -1.89104 -2.21368 -0.0154 0.0215 -0.0004
H 3.33941 -2.24054 -0.82450 0.0098 0.0030 -0.0031
H 4.80219 -1.29992 0.64965 -0.0050 0.0099 -0.0033
H 6.10920 -0.68101 1.65034 -0.0068 0.0041 0.0188
H 8.43844 0.92041 0.38667 0.0044 0.0020 0.0023
H 9.21329 -0.37466 -0.53527 0.0024 0.0037 0.0004
H 8.46501 -0.73397 1.03661 0.0012 0.0021 0.0006
H 5.96120 -2.91670 -1.16989 0.0005 -0.0039 -0.0014
H 7.08353 -2.83309 0.20648 -0.0025 -0.0009 -0.0015
H 7.69994 -2.75136 -1.45912 -0.0021 -0.0059 -0.0026
N -1.19612 -0.02565 -0.78786 0.0463 0.0904 -0.0479
P -2.37578 0.26272 -1.70158 -0.0755 0.0593 0.0718
N -2.68344 -0.78417 -2.99796 -0.0413 -0.0518 -0.0380
C -1.60154 -0.86310 -3.98914 0.0162 0.0262 -0.0045
C -0.66153 -2.02738 -3.70121 0.0419 0.0104 -0.0146
C -1.40847 -3.36659 -3.81230 0.0101 -0.0181 -0.0070
C -2.91451 -3.16153 -3.61136 -0.0062 -0.0041 0.0139
C -3.17468 -2.10429 -2.54973 -0.0024 0.0105 0.0064
N -3.86730 0.23036 -0.93158 0.0311 0.0058 0.0370
C -5.07263 0.63732 -1.64631 -0.0034 0.0186 -0.0302
C -6.30192 0.37221 -0.78918 -0.0092 -0.0166 -0.0097
C -6.27893 1.23913 0.47705 -0.0262 -0.0032 -0.0083
C -4.84092 1.45175 0.97642 0.0276 0.0401 0.0029
C -3.94483 0.30408 0.53460 -0.0138 -0.0225 -0.0234
N -2.21507 1.72154 -2.53819 -0.0006 -0.0306 0.0342
C -2.91695 2.07659 -3.76909 0.0042 -0.0264 -0.0322
C -3.48860 3.48658 -3.68406 -0.0003 0.0062 0.0160
C -2.36488 4.52028 -3.51404 -0.0055 0.0122 -0.0023
C -1.19137 3.92742 -2.71673 0.0247 -0.0059 -0.0093
C -1.67738 2.84310 -1.76854 -0.0273 0.0094 0.0339
H -1.05345 0.07980 -3.97063 -0.0079 -0.0076 0.0069
H -2.02911 -0.95730 -4.99540 0.0053 -0.0169 -0.0036
H -0.28132 -1.88821 -2.68561 -0.0199 -0.0023 0.0057
H 0.19488 -1.99758 -4.38073 -0.0010 -0.0103 -0.0049
H -1.03072 -4.05611 -3.05399 -0.0014 0.0035 0.0022
H -1.22502 -3.83063 -4.78527 -0.0090 0.0051 -0.0043
H -3.39132 -4.09671 -3.30999 0.0026 -0.0012 -0.0011
H -3.39094 -2.85488 -4.54741 0.0075 0.0091 -0.0023
H -2.67441 -2.40776 -1.61903 0.0083 -0.0019 -0.0058
H -4.24231 -2.02919 -2.33317 -0.0017 0.0044 -0.0064
H -5.13167 0.08835 -2.59122 0.0062 -0.0081 0.0096
H -5.04809 1.70736 -1.90372 0.0034 0.0098 0.0068
H -6.31113 -0.68911 -0.52394 0.0038 0.0025 0.0055
H -7.20596 0.55850 -1.37383 0.0024 0.0062 -0.0032
H -6.88034 0.76599 1.25655 0.0054 -0.0060 0.0011
H -6.74564 2.20607 0.27364 0.0108 -0.0001 0.0015
H -4.82413 1.56427 2.06194 0.0160 -0.0110 -0.0152
H -4.42893 2.38096 0.56857 -0.0133 -0.0081 0.0029
H -4.32561 -0.64178 0.94300 0.0004 -0.0135 0.0106
H -2.93401 0.42938 0.91372 0.0000 0.0176 0.0005
H -3.69812 1.34299 -3.96494 -0.0066 0.0231 0.0037
H -2.23070 2.03132 -4.63032 0.0019 -0.0056 0.0045
H -4.17013 3.53537 -2.83141 -0.0020 0.0037 0.0030
H -4.08259 3.70219 -4.57524 0.0105 -0.0014 -0.0046
H -2.75546 5.40207 -3.00122 -0.0066 -0.0024 0.0001
H -2.01378 4.85846 -4.49263 -0.0030 -0.0107 -0.0030
H -0.67175 4.70816 -2.15747 -0.0078 0.0026 0.0060
H -0.45846 3.47978 -3.39540 -0.0093 -0.0004 -0.0014
H -2.42917 3.26401 -1.08139 0.0062 0.0048 -0.0137
H -0.87146 2.45957 -1.14405 0.0260 -0.0149 -0.0103
S 0.18667 -3.23029 -0.20160 0.0970 -0.1204 -0.0729
C 0.00775 -3.88189 1.34394 -0.1082 0.0160 -0.0026
N 0.98832 -4.03364 2.25149 0.0407 0.0392 -0.0046
C 0.42339 -4.17731 3.59407 0.0231 0.0136 0.0200
C -1.06524 -4.46928 3.31404 -0.0241 -0.0114 -0.0035
N -1.15190 -4.30830 1.86109 0.0264 0.0773 -0.0202
H 1.80259 -3.45163 2.10924 -0.0199 -0.0093 0.0064
H 0.53553 -3.24260 4.14498 -0.0162 -0.0113 -0.0014
H 0.90819 -4.98875 4.13624 0.0037 -0.0044 -0.0060
H -1.70671 -3.74033 3.80983 0.0181 -0.0079 0.0015
H -1.34003 -5.48504 3.60126 -0.0158 0.0071 0.0002
H -1.99731 -3.99765 1.40994 0.0299 -0.0326 0.0480
```
Positions in Å, forces in eV/Å.

Calculated values
**E_tot**: -10693.7041 Ha
**HOMO-LUMO gap (alpha / beta)**: 0.2640 / 0.2683 Eh
**HOMO energy (alpha / beta)**: -5.12 / -5.24 eV
**Charge**: -1
**ΔE to the lowest compared entry with this formula, charge and spin**: 13.1 kcal/mol
**2S+1**: 6
**Expectation value of S²**: 8.758
**LUMO level (alpha / beta)**: 2.059 / 2.057 eV